[1]
{
  "formula": "C54H50AsLuN4O4P",
  "method": "ωB97M-V with the def2-TZVPD basis set",
  "gap_ev": 7.938,
  "max_force_ev_per_a": 3.9,
  "relative_energy_kj_mol": 0.4,
  "total_charge": 1,
  "energy_ev": -174705.3235,
  "elements": ["Lu", "As", "P", "O", "O", "O", "O", "N", "N", "N", "N", "C", "C", "C", "C", "C", "C", "C", "C", "C", "C", "C", "C", "C", "C", "C", "C", "C", "C", "C", "C", "C", "C", "C", "C", "C", "C", "C", "C", "C", "C", "C", "C", "C", "C", "C", "C", "C", "C", "C", "C", "C", "C", "C", "C", "C", "C", "C", "C", "C", "C", "C", "C", "C", "C", "H", "H", "H", "H", "H", "H", "H", "H", "H", "H", "H", "H", "H", "H", "H", "H", "H", "H", "H", "H", "H", "H", "H", "H", "H", "H", "H", "H", "H", "H", "H", "H", "H", "H", "H", "H", "H", "H", "H", "H", "H", "H", "H", "H", "H", "H", "H", "H", "H", "H"],
  "positions_angstrom": [[-0.38838, 0.02959, -0.06405], [-4.56846, -2.21178, -4.64437], [-1.03286, -2.19176, -1.54538], [-0.72964, -0.90050, 1.64110], [0.62599, -1.24415, 1.20100], [2.44092, 1.73163, -2.52239], [1.38900, 0.67598, -0.82197], [-0.73765, 1.76155, 1.32640], [-1.03377, 1.32936, -1.95480], [0.46533, 1.16020, 3.24186], [-1.37538, 2.48163, 3.46353], [-4.68460, -4.77263, -5.96394], [1.69695, -2.60899, -2.14633], [-2.35030, -2.66809, -2.72746], [-0.12036, 5.01528, 6.57279], [1.66931, -1.02573, -4.42336], [-1.16928, -5.19738, 1.23717], [-1.98821, 2.27764, 0.84788], [-1.23461, -3.94817, 0.62432], [-0.80936, -3.78857, -0.69207], [0.07017, 2.73278, -3.54279], [-2.31903, 2.57913, -3.52323], [-0.32034, -4.89816, -1.38906], [-2.94322, -1.62995, -3.68188], [-2.84716, -5.94021, -7.00358], [1.62989, 0.45640, 2.77399], [-4.44384, 3.15569, -0.10129], [-2.08568, 3.57551, 0.34159], [0.09630, 1.84198, -2.48995], [-0.67603, -6.28895, 0.54193], [-1.15422, 3.10696, -4.06455], [0.50482, -2.00072, -2.53725], [-5.35587, -4.39059, -2.77031], [4.01831, 0.25144, 3.05977], [0.28292, 4.01615, 4.42711], [-6.16713, -2.17636, -2.28615], [2.84676, -1.65108, -4.03001], [-5.97162, -4.86307, -1.61232], [-0.53924, 1.79982, 2.61590], [-1.76466, 3.50286, 5.62550], [0.50721, -1.18979, -3.67504], [-2.46953, -3.83913, -5.88297], [-2.21602, 1.69979, -2.46916], [-4.19970, -5.86119, -6.68240], [-0.24916, -6.13941, -0.77602], [-5.44552, -3.04088, -3.11244], [-4.33017, 1.86895, 0.39442], [-3.32710, 3.99127, -0.12822], [1.69886, -0.60938, 1.88908], [-1.34082, 4.35705, 6.63936], [2.85965, -2.43374, -2.88418], [-3.81800, -3.76182, -5.54122], [-3.08505, 2.77269, 5.70093], [-1.98511, -4.92390, -6.61111], [-6.67631, -3.99410, -0.78650], [2.89216, -1.20315, 1.54329], [2.80231, 1.97079, 4.41445], [1.45133, 1.40024, -1.92819], [2.82796, 0.86507, 3.38458], [4.06250, -0.77247, 2.11906], [-3.09508, 1.42553, 0.86657], [0.69582, 4.84271, 5.46354], [-0.92708, 3.34526, 4.52029], [-6.77389, -2.64759, -1.12432], [-0.88165, 4.48581, 0.32104], [3.75410, -1.51951, -4.60870], [-1.01564, 5.29729, -0.39546], [-3.53275, 2.86888, 6.69005], [-3.13087, -3.02961, -2.06198], [-2.99763, 0.43398, 1.29602], [-2.96444, 1.70924, 5.47924], [-1.20330, 3.80789, -4.89158], [0.18931, 5.66219, 7.38496], [-7.15802, -4.36649, 0.11111], [4.92767, 0.59147, 3.54456], [2.87152, -2.00837, 0.81676], [-3.09930, 1.27983, -2.00597], [-0.61915, -7.25871, 1.02116], [2.24949, 1.67654, 5.31817], [-2.24401, -1.31658, -4.45611], [-1.96841, -3.53766, -3.25302], [0.48063, 1.35340, 4.22863], [-1.78102, -3.05079, -5.60268], [-1.50428, -5.31010, 2.26214], [-5.19240, 1.21073, 0.42636], [-0.39102, -0.66009, -3.97546], [1.01381, 3.09770, -3.92787], [0.01316, -4.79364, -2.41918], [0.02933, 3.94416, 0.06442], [-3.29896, 2.84808, -3.90480], [-5.89745, -5.91423, -1.35607], [-4.88087, -6.64402, -6.99932], [-6.27090, -1.12937, -2.55248], [-5.40101, 3.51675, -0.46462], [-0.93327, -4.96990, -6.87204], [-3.81063, 3.16888, 4.98171], [-2.46957, -6.78664, -7.56717], [-2.26677, 2.71316, 3.06049], [1.72180, -3.22562, -1.25626], [-5.74214, -4.72140, -5.73287], [-0.71498, 4.93739, 1.30435], [-1.60138, -3.09952, 1.18098], [3.81572, 2.21756, 4.73143], [1.65852, -0.38973, -5.30235], [0.13710, -6.99059, -1.32561], [-4.80043, -5.07911, -3.39699], [0.89488, 3.90398, 3.53339], [5.00497, -1.23431, 1.84876], [2.33530, 2.88335, 4.03219], [-1.98244, 4.49739, 7.50506], [-7.33803, -1.96858, -0.49346], [3.77872, -2.91074, -2.56109], [-3.42381, 5.00005, -0.52427], [1.64487, 5.35915, 5.39630], [-3.25222, -0.73230, -3.15159]],
  "lowdin_charge": [1.48, 1.30, 1.01, -0.32, -0.26, 0.11, -0.20, 0.01, 0.01, 0.17, 0.15, -0.14, -0.10, -0.38, -0.07, -0.06, -0.07, -0.31, -0.09, -0.37, 0.02, -0.03, -0.10, -0.44, -0.08, -0.09, -0.07, -0.22, -0.19, -0.07, -0.02, -0.37, -0.11, -0.03, -0.06, -0.14, -0.06, -0.07, -0.36, -0.21, -0.11, -0.12, -0.14, -0.08, -0.07, -0.43, -0.08, -0.03, -0.19, -0.03, -0.05, -0.43, -0.04, -0.08, -0.09, 0.00, -0.02, -0.57, -0.19, -0.04, -0.05, -0.07, -0.20, -0.09, -0.01, 0.11, 0.08, 0.08, 0.07, 0.12, 0.08, 0.12, 0.11, 0.10, 0.12, 0.13, 0.10, 0.11, 0.10, 0.04, 0.07, 0.14, 0.09, 0.11, 0.11, 0.09, 0.13, 0.11, 0.08, 0.12, 0.11, 0.11, 0.09, 0.11, 0.10, 0.09, 0.11, 0.14, 0.10, 0.10, 0.08, 0.08, 0.09, 0.11, 0.11, 0.10, 0.11, 0.12, 0.05, 0.12, 0.10, 0.11, 0.12, 0.11, 0.03]
}

=====

[2]
{
  "formula": "CH3NS2",
  "method": "ωB97M-V with the def2-TZVPD basis set",
  "gap_ev": 8.558,
  "max_force_ev_per_a": 2.5,
  "relative_energy_kj_mol": 121.4,
  "energy_ev": -24244.8573,
  "smiles": "NSC=S",
  "elements": ["S", "S", "N", "C", "H", "H", "H"],
  "positions_angstrom": [[-0.68314, -0.77164, -0.02207], [2.15392, 0.43261, 0.04372], [-1.41936, 0.74605, 0.15083], [1.01581, -0.77543, 0.09468], [-0.63259, 1.31477, 0.32957], [-1.89166, 0.86739, -0.79617], [1.45701, -1.81376, 0.19944]],
  "lowdin_charge": [0.81, 0.53, -0.31, -1.09, -0.02, 0.07, 0.02]
}

=====

[3]
{
  "formula": "C9H9N5OPbS",
  "method": "ωB97M-V with the def2-TZVPD basis set",
  "gap_ev": [6.723, 6.614],
  "max_force_ev_per_a": 0.5,
  "relative_energy_kj_mol": 7.3,
  "total_charge": 2,
  "energy_ev": -35043.1678,
  "elements": ["Pb", "S", "O", "N", "N", "N", "N", "N", "C", "C", "C", "C", "C", "C", "C", "C", "C", "H", "H", "H", "H", "H", "H", "H", "H", "H"],
  "positions_angstrom": [[-0.37758, -1.62620, -1.60572], [2.38923, -1.30018, -0.75666], [-0.12374, 0.56093, -2.34548], [-2.73256, -1.34698, -0.61574], [0.32443, -1.71252, 0.78220], [0.55868, 2.37740, -3.47332], [-0.12267, 5.22980, -1.43148], [-1.10627, 1.50632, 0.84594], [-0.29043, -1.88440, 1.93759], [0.39054, -1.87846, 3.15973], [0.05409, 1.80057, -2.40076], [-0.75971, 2.07603, -0.09578], [-0.21909, 4.07812, -1.36530], [2.42133, -1.50152, 1.96408], [1.67277, -1.51907, 0.78020], [1.76111, -1.68068, 3.17134], [-0.30803, 2.68818, -1.27280], [-3.03968, -2.20469, -0.16082], [3.49088, -1.35156, 1.91543], [2.30993, -1.66672, 4.10320], [-1.36183, -2.03738, 1.91068], [-0.16328, -2.03122, 4.07553], [0.68941, 3.37793, -3.53758], [-2.85322, -0.59405, 0.05883], [-3.40101, -1.17506, -1.36477], [0.79668, 1.81541, -4.27855]],
  "lowdin_charge": [1.41, 0.80, -0.24, -0.03, -0.13, 0.27, 0.29, 0.24, -0.09, 0.03, -0.44, -0.14, -0.13, -0.02, -0.76, 0.01, -0.06, 0.06, 0.13, 0.14, 0.12, 0.14, 0.14, 0.04, 0.07, 0.16]
}